67
Properties=species:S:1:pos:R:3:forces:R:3 method="wB97M-V/def2-TZVPD" total_charge=-1 e_above_lowest_kcal_mol=63.6 homo_lumo_gap_ev=4.6 lumo_ha=0.0375 homo_ha=-0.131
Hf 0.3552 0.1529 -0.4387 -1.169 -0.251 0.672
O 1.5099 5.6813 -0.4013 0.749 1.426 2.071
C 1.6951 5.3270 0.8696 -0.245 0.534 -0.948
O 2.1191 6.0962 1.6908 0.204 0.124 0.392
C 1.2876 3.9400 1.2075 0.157 0.045 0.516
C 1.2960 3.3651 2.4839 -0.061 0.011 -0.246
Cl 1.9110 4.0609 3.9071 0.018 0.058 -0.170
N 0.8209 2.0843 2.3977 -0.136 -0.202 -0.184
N 0.5104 1.8328 1.0922 0.116 -0.156 0.056
C 0.8272 2.9450 0.3766 -0.001 0.231 -0.331
C 0.7799 2.9187 -1.0932 -0.101 -0.506 -0.250
O 0.8947 3.9302 -1.7759 -0.519 -1.577 -0.971
O 0.6154 1.7241 -1.6415 0.255 1.224 -0.261
C 0.6674 1.0987 3.3657 -0.063 -0.149 -0.039
C 0.8141 1.3306 4.7474 0.011 0.044 0.332
C 0.9903 0.2998 5.6291 0.004 0.117 -0.265
C 1.1212 -1.0322 5.1197 0.001 0.042 -0.026
C 0.8577 -1.3230 3.8372 0.037 0.000 -0.021
C 0.3000 -0.2835 2.9030 0.432 0.124 -0.063
H 1.1720 4.9263 -0.9487 -0.063 0.029 -0.543
H 0.7850 2.3342 5.1453 0.001 -0.151 -0.091
H 1.0940 0.4986 6.6801 -0.005 0.044 0.211
H 1.4514 -1.8233 5.7798 0.034 -0.069 0.062
H 0.9684 -2.3257 3.4503 0.026 -0.090 -0.057
H 0.7960 -0.4690 1.9277 -0.004 0.045 0.033
C 1.4481 -1.8725 -3.0819 0.084 -0.036 0.037
C 0.1617 -1.2270 -3.4978 0.214 -0.044 -0.152
C -0.2556 -1.3351 -4.8448 -0.096 0.100 0.115
C -1.3838 -0.6896 -5.2447 0.020 0.029 0.236
C -2.1470 0.0378 -4.3018 -0.086 0.011 -0.224
C -3.3275 0.7245 -4.6701 0.058 -0.015 0.172
C -4.0457 1.3870 -3.7148 0.148 -0.111 -0.137
C -3.6331 1.3606 -2.3748 0.057 -0.057 0.027
C -2.4982 0.6947 -1.9692 0.042 -0.025 -0.065
S -2.1354 0.5984 -0.2547 -0.276 -0.090 -0.094
C -1.7043 0.0523 -2.9655 -0.119 0.020 0.179
N -0.5287 -0.5572 -2.6016 0.037 0.174 0.352
H 1.9675 -2.2884 -3.9447 -0.016 0.015 0.045
H 1.2586 -2.6736 -2.3631 0.021 0.106 -0.115
H 2.1257 -1.1484 -2.6137 -0.125 -0.092 -0.103
H 0.3487 -1.9034 -5.5348 0.029 -0.029 -0.040
H -1.7131 -0.7271 -6.2731 -0.032 0.007 -0.103
H -3.6380 0.7104 -5.7034 -0.045 0.007 -0.121
H -4.9439 1.9237 -3.9785 -0.094 0.054 -0.043
H -4.2275 1.8591 -1.6246 -0.054 0.046 0.080
O 1.3972 -3.5106 1.0957 -0.102 -0.008 -0.247
C 1.5137 -2.5725 0.3451 0.327 -0.069 0.376
O 0.5111 -1.8361 -0.0915 0.140 -0.521 -0.124
C 2.8710 -2.1647 -0.1809 0.233 -0.512 -0.039
C 3.7683 -3.1627 -0.5170 -0.151 0.509 0.045
C 4.9790 -2.8059 -1.1041 -0.035 0.108 -0.021
C 5.3146 -1.4882 -1.3410 -0.184 0.011 0.111
C 4.4180 -0.5000 -0.9610 0.689 0.040 0.127
C 3.1896 -0.7934 -0.3580 -0.193 -0.529 0.366
O 2.3436 0.1114 0.0338 0.212 -0.131 -0.203
N 4.7970 0.8935 -1.2274 -1.076 -0.058 -0.644
O 5.7226 1.0691 -1.9964 0.399 0.211 0.203
O 4.0697 1.7622 -0.7875 0.759 0.081 0.019
N 5.9205 -3.8516 -1.5019 -0.111 0.054 0.115
O 5.5898 -5.0070 -1.3071 0.155 0.073 -0.097
O 6.9720 -3.4972 -1.9988 0.049 -0.198 -0.037
H 3.5192 -4.1972 -0.3379 -0.006 -0.041 0.007
H 6.2525 -1.2206 -1.8083 -0.102 -0.026 0.053
I -2.3884 -0.6910 4.3818 -0.119 0.002 -0.010
C -1.1888 -0.4760 2.6225 -0.373 0.111 -0.029
H -1.6133 0.4076 2.1450 0.037 -0.128 0.064
H -1.3871 -1.3633 2.0216 0.007 0.002 0.040